# 1
ORCA calculation (ωB97M-V/def2-TZVPD) on a 2-piece molecular cluster, C7H15NOS overall.

```
! RIJCOSX wB97M-V def2-TZVPD def2/J DEFGRID3
* xyz 0 1
S 0.81525 -1.89259 0.53893
C 1.21191 -0.35217 1.40740
C -0.95980 -1.58864 0.33569
C 0.37318 -0.15752 2.66651
C -1.66260 -1.31659 1.66189
C -1.12201 -0.06487 2.35586
H 2.29062 -0.41290 1.64854
H 1.06966 0.49793 0.71275
H -1.36497 -2.49422 -0.15544
H -1.10073 -0.73779 -0.35831
H 0.55875 -1.00385 3.35550
H 0.70208 0.76900 3.17529
H -2.74659 -1.19452 1.47342
H -1.53278 -2.19468 2.32336
H -1.29559 0.80922 1.69913
H -1.68193 0.10388 3.29579
O -0.19208 1.49190 -1.33152
C 0.45336 1.22087 -2.33456
N 1.17038 0.06245 -2.44330
C 0.52624 2.12569 -3.54498
H 1.70926 -0.16144 -3.28354
H 1.15838 -0.58901 -1.65465
H -0.08110 3.02763 -3.35988
H 0.13507 1.61604 -4.44156
H 1.56609 2.43616 -3.74233
*
```

Summary:
* DFT total energy: -803.937364 Ha
* relative energy (zero: lowest compared OMol25 entry of this formula, charge and spin): 0.000 eV
* orbital gap: 9.3150 eV
* F_max: 0.90 eV Å⁻¹
* E_HOMO: -8.5 eV



# 2
ORCA calculation (ωB97M-V/def2-TZVPD) on one molecule with the formula C7H15NOS.

```
! RIJCOSX wB97M-V def2-TZVPD def2/J DEFGRID3
* xyz 0 1
C 2.00330 -0.22637 -1.35123
C 1.65827 -1.67851 -1.65511
C 1.10704 -2.42126 -0.43191
C -0.27573 -1.91038 -0.07149
O -1.28380 -2.28005 -0.63274
N -0.29607 -1.01217 0.94480
H 0.57036 -0.69731 1.35051
C -1.51194 -0.37811 1.38956
C -1.39502 1.13771 1.43300
H -0.58360 1.44767 2.09592
H -2.33286 1.57238 1.77974
S -1.04884 1.82180 -0.22963
C -1.24528 3.58078 0.16901
H -2.26448 3.76985 0.49515
H -0.53619 3.86317 0.94241
H -1.03923 4.13169 -0.74220
H -2.29042 -0.68399 0.68520
H -1.78015 -0.73767 2.39259
H 1.00826 -3.47987 -0.67691
H 1.79254 -2.31641 0.41107
H 0.91273 -1.71816 -2.45066
H 2.55336 -2.19860 -2.00458
H 2.73139 -0.16493 -0.54352
H 1.11369 0.33059 -1.06864
H 2.43266 0.24813 -2.23033
*
```

Summary:
* DFT total energy: -803.920031 Ha
* relative energy (zero: lowest compared OMol25 entry of this formula, charge and spin): 0.472 eV
* orbital gap: 9.4462 eV
* F_max: 0.65 eV Å⁻¹
* E_HOMO: -8.6 eV



# 3
ORCA calculation (ωB97M-V/def2-TZVPD) on one molecule with the formula C7H15NS2 at a distorted geometry.

```
! RIJCOSX wB97M-V def2-TZVPD def2/J DEFGRID3
* xyz 0 1
C -2.94513 -0.94321 -0.91096
C -1.57902 -1.41972 -0.11102
C -0.76135 -0.59150 0.88129
C 1.09185 0.06713 -0.68969
C 2.57404 0.50194 -0.10687
C 2.67334 -0.52384 1.02251
C -0.47625 1.83821 0.30277
H -3.20506 -1.82991 -1.78044
H -3.87156 -0.58115 -0.14997
H -2.74912 0.09583 -1.32789
H -0.96972 -1.60821 -1.02047
H -1.95526 -2.35418 0.22217
H -1.28653 -0.20926 1.70117
H 0.08164 -1.11093 1.38826
H 0.99439 -1.19464 -0.57629
H 0.67560 0.51854 -1.65431
H 3.15405 0.28632 -1.01792
H 2.65414 1.55590 -0.13455
H 3.51362 -0.22286 1.71018
H 1.63398 -0.64937 1.52330
H 3.07710 -1.61508 0.64192
H -0.69713 4.17931 -0.61216
N -0.05811 0.52246 0.17478
S 0.23153 3.06614 -0.73022
S -1.80102 2.22207 1.25442
*
```

Summary:
* DFT total energy: -1126.695066 Ha
* relative energy (zero: lowest compared OMol25 entry of this formula, charge and spin): 3.969 eV
* orbital gap: 8.6392 eV
* F_max: 5.67 eV Å⁻¹
* E_HOMO: -8.1 eV



# 4
ORCA calculation (ωB97M-V/def2-TZVPD) on a 2-piece molecular cluster, C7H16B3ClO5 overall at a distorted geometry.

```
! RIJCOSX wB97M-V def2-TZVPD def2/J DEFGRID3
* xyz 0 1
C 0.62354 0.99105 0.96870
C -0.65483 0.48723 1.87862
C -1.79753 -0.20571 0.88698
O -2.64252 -1.03835 1.80628
B -3.86537 -0.17836 1.97999
O -3.79957 1.20882 2.52969
B -4.72264 2.11272 1.78854
O -5.28032 1.54228 0.51161
B -5.91609 0.27241 0.91770
Cl -7.76692 -0.05109 0.70139
O -5.14325 -0.82462 1.53263
H 0.25310 1.88878 0.31509
H 1.44234 1.37052 1.75009
H 1.04531 0.09055 0.35174
H -0.37457 -0.34717 2.66251
H -1.17821 1.40687 2.38221
H -2.42714 0.65626 0.36757
H -1.31613 -0.89997 0.05219
H -5.00923 3.19401 2.18644
C 4.75166 -0.66302 -1.78615
C 4.02027 -1.69121 -2.60995
C 2.63987 -1.66991 -1.99051
O 2.42395 -0.33920 -1.50091
C 3.67214 0.36661 -1.53365
H 5.63080 -0.24568 -2.28357
H 5.07300 -1.10816 -0.83698
H 3.96651 -1.36004 -3.65375
H 4.48220 -2.68150 -2.58873
H 2.57624 -2.35414 -1.13779
H 1.85507 -1.93065 -2.70644
H 3.62176 1.09642 -2.34904
H 3.81658 0.90427 -0.59250
*
```

Summary:
* DFT total energy: -1187.474917 Ha
* orbital gap: 9.8713 eV
* F_max: 5.22 eV Å⁻¹
* E_HOMO: -9.7 eV